Below is the ion C7H16N with charge +2 in a non-equilibrium geometry, with properties calculated with the ωB97M-V functional and the def2-TZVPD basis.

Orbital gap (alpha / beta) (eV): 11.41 / 7.51
Spin multiplicity: 2
Energy relative to the best compared isomer or geometry (same formula, charge and spin) (eV): 1.629
Expectation value of S²: 0.75
LUMO level (alpha / beta) (eV): -8.48 / -12.35
Highest occupied orbital energy (alpha / beta) (eV): -19.891 / -19.861
Largest force on an atom (eV/Å): 3.21
Net charge: +2

Last column: Mulliken charge in e.
Cartesian coordinates (Å):
C 0.152751 -0.403258 -2.695878  -1.32
C 0.465285 -0.016566 -1.244417  0.04
C -0.332378 -0.952202 -0.330256  -1.06
C -0.562711 -0.491665 1.078885  0.58
C -0.000635 -1.005861 2.239702  -0.74
C -1.537889 0.684861 1.248455  -0.54
C -0.773869 1.924232 1.659376  -1.08
N 1.993915 -0.311879 -1.000910  -0.27
H 0.729039 0.149366 -3.428749  0.47
H 0.313091 -1.476995 -2.774823  0.40
H -0.871021 -0.066649 -2.866948  0.39
H 0.373801 1.023003 -0.957137  0.32
H -1.354843 -1.028036 -0.702930  0.45
H -0.060129 -2.010915 -0.385960  0.69
H -0.176282 -0.742601 3.277805  0.36
H 0.595823 -1.916158 2.130061  0.33
H -2.163856 0.764084 0.362917  0.36
H -2.183712 0.279113 2.047377  0.47
H 0.191255 2.052613 1.154284  0.32
H -1.291625 2.863877 1.468528  0.34
H -0.492422 1.877210 2.710902  0.39
H 2.443849 -0.009888 -1.875389  0.38
H 2.160411 -1.322048 -0.945021  0.39
H 2.382158 0.136363 -0.169873  0.34

Atomic forces in eV per Å
C 0.0 0.9 0.8
C 1.0 -1.1 0.1
C -0.8 -0.7 1.1
C -1.4 2.8 -0.7
C 0.9 -2.1 0.3
C 0.4 -2.4 -0.3
C 1.1 0.7 0.6
N -1.0 -0.2 -0.9
H 0.4 0.0 0.0
H -0.4 0.0 -0.4
H -0.1 -0.6 -0.2
H -0.3 0.2 -0.3
H -0.2 0.4 -0.4
H 0.8 0.1 0.0
H -0.2 0.6 -0.2
H 0.0 0.2 0.1
H 0.1 0.3 -0.1
H -0.2 0.7 0.1
H -0.2 -0.2 -0.3
H -0.4 -0.2 0.1
H -0.3 0.2 0.1
H 0.4 0.2 0.5
H 0.0 0.1 0.1
H 0.2 0.1 -0.2

Below is the molecule C7H16N2 in a non-equilibrium geometry, with properties calculated with the ωB97M-V functional and the def2-TZVPD basis.

Orbital gap (alpha / beta) (eV): 6.12 / 9.25
Spin multiplicity: 3
Energy relative to the best compared isomer or geometry (same formula, charge and spin) (eV): 0.346
Expectation value of S²: 2.01
LUMO level (alpha / beta) (eV): 0.83 / -0.20
Highest occupied orbital energy (alpha / beta) (eV): -5.287 / -9.449
Largest force on an atom (eV/Å): 5.91
Net charge: 0

Last column: Mulliken charge in e.
Cartesian coordinates (Å):
C -0.165412 -0.986813 0.145738  -0.68
C 1.553969 0.374447 1.332274  -1.67
C 1.554757 0.567831 -1.146233  -1.85
C 2.076035 -1.661417 -0.295742  -1.85
C -1.262877 1.022388 -0.392088  -0.81
C -3.779808 -0.325154 -0.275258  -0.88
C 1.192402 -0.393058 0.036447  1.85
N -1.365449 -0.394727 0.051599  0.83
N -2.610829 -0.929286 0.263363  -0.87
H -0.118188 -2.036066 0.424593  0.32
H 2.638423 0.356233 1.736420  0.31
H 1.028038 -0.096278 2.116961  0.41
H 1.296267 1.353351 1.301948  0.50
H 1.094545 0.360283 -2.084896  0.34
H 1.421853 1.663628 -0.796053  0.31
H 2.580653 0.580034 -1.273187  0.62
H 1.932308 -2.048572 -1.220008  0.53
H 1.916848 -2.447322 0.499015  0.39
H 3.121394 -1.362973 -0.381391  0.43
H -2.261987 1.408906 -0.404174  0.37
H -0.585477 1.437428 0.376869  0.24
H -0.996616 1.261633 -1.474385  0.13
H -3.950859 0.529056 0.428682  0.44
H -4.052611 -0.087527 -1.349628  0.27
H -4.572462 -1.110372 0.140506  0.30

Atomic forces in eV per Å
C 1.6 -3.3 0.3
C 2.9 -3.2 0.8
C -1.7 2.2 2.1
C 0.7 1.3 4.2
C -0.2 -0.6 -0.4
C -2.5 -1.0 2.1
C 1.4 0.0 -1.6
N -2.8 4.8 -2.0
N 2.1 -2.3 -0.2
H -0.6 0.2 0.0
H -1.3 -0.2 -1.3
H -0.8 -0.4 1.1
H -1.0 3.0 -0.3
H -0.5 -0.1 -0.6
H -0.5 -1.6 -1.0
H 2.3 -0.5 -0.3
H -1.4 -1.2 -2.9
H 0.5 0.7 -0.9
H 0.2 0.0 0.8
H -0.4 0.6 0.8
H -0.5 0.7 -0.9
H 0.5 -0.9 1.3
H -0.3 0.1 -1.0
H 1.1 -0.2 1.0
H 1.2 1.7 -1.3